Computed, not measured: a molecular structure, C40H49F27NO16PbS in a non-equilibrium geometry, with ωB97M-V with the def2-TZVPD basis set.

Properties
- frontier orbital gap (Eh) = 0.3255

```
! wB97M-V def2-TZVPD RIJCOSX def2/J DEFGRID3
* xyz 1 1
Pb -16.28477 -1.42128 9.39547
C -17.36866 -1.19592 4.64111
F -16.58748 -2.29814 4.81879
F -16.51178 -0.22439 4.49904
F -18.07830 -1.35250 3.47728
S -18.45950 -0.90819 6.18238
O -19.41317 -1.99975 6.23155
O -17.55360 -0.96459 7.30785
O -19.06462 0.41722 6.06556
C -22.22446 -1.28871 4.88196
C -22.95428 0.08142 4.81541
C -22.42507 1.02209 5.97197
F -22.90551 2.27753 5.96343
F -22.61333 0.49135 7.18338
F -22.72348 0.52701 3.55504
F -24.27445 -0.14998 5.02516
O -22.83139 -2.32908 4.11908
C -23.51145 -3.39755 4.78418
C -24.12366 -4.39589 3.75077
F -24.70744 -5.52583 4.30066
F -25.11361 -3.85083 2.96321
F -22.54661 -4.10258 5.37707
F -24.37424 -3.01839 5.79048
H -22.16993 -1.53432 5.94252
H -21.17357 -1.11012 4.65427
H -21.36902 1.19184 5.76216
H -23.38564 -4.73857 3.02551
C -18.23717 5.07540 2.88443
C -18.72436 3.63755 2.50212
C -19.33706 2.81743 3.66053
F -20.23153 3.56631 4.34739
F -19.93991 1.67290 3.42126
F -19.62921 3.70670 1.54467
F -17.72127 2.80002 2.04420
O -17.64013 5.07275 4.16779
C -18.12293 6.06631 5.10864
C -17.11842 6.19271 6.27197
F -17.26150 7.34667 6.95944
F -16.95323 5.12538 7.10138
F -18.26280 7.25672 4.50561
F -19.37991 5.79095 5.57056
H -19.07649 5.76931 2.83824
H -17.49683 5.36733 2.13958
H -18.60830 2.49948 4.40613
H -16.14781 6.32337 5.79350
C -21.88170 -3.65143 0.18952
C -23.04129 -2.68260 -0.03383
C -22.85048 -1.28190 0.61249
F -21.54960 -0.98115 0.68052
F -23.52523 -0.25617 0.06764
F -23.29749 -2.56023 -1.34638
F -24.06309 -3.41103 0.44083
O -21.50342 -3.78779 1.57192
C -20.11959 -4.09905 1.72940
C -19.81250 -4.24848 3.24442
F -20.56190 -5.16110 3.80278
F -18.54262 -4.46795 3.59634
F -19.80631 -5.24854 1.10428
F -19.34457 -3.14724 1.24635
H -21.04112 -3.27522 -0.39358
H -22.09660 -4.62638 -0.24795
H -23.11658 -1.30519 1.66925
H -20.05434 -3.28568 3.69454
O -17.74888 0.54392 9.77626
C -18.47688 1.46037 9.40779
O -19.62950 1.26758 8.81583
C -20.40369 2.45256 8.56988
C -19.42548 3.61647 8.91751
C -18.19118 2.94474 9.60834
H -21.29014 2.45725 9.20415
H -20.83272 2.52589 7.57055
H -19.97941 4.35939 9.49139
H -19.03473 4.15121 8.05181
H -18.40527 2.98256 10.67643
H -17.22178 3.35312 9.32270
O -16.49002 -3.95865 8.48701
C -17.32916 -4.70955 8.02085
O -17.80198 -5.68917 8.78275
C -18.52672 -6.68168 8.00988
C -18.39338 -6.32801 6.53347
C -17.89234 -4.83317 6.59843
H -19.57704 -6.57185 8.27981
H -18.31043 -7.74455 8.11777
H -19.34449 -6.45488 6.01638
H -17.70117 -6.96265 5.98013
H -18.73456 -4.14351 6.54266
H -17.08390 -4.54021 5.92857
O -14.73042 -1.62381 7.40340
C -13.81500 -1.77447 6.57320
O -12.98011 -2.80095 6.59132
C -12.01403 -2.58468 5.55069
C -12.06586 -1.12554 5.29560
C -13.51522 -0.78829 5.43296
H -12.26094 -3.13942 4.64548
H -11.03434 -2.84036 5.95436
H -11.59964 -0.82030 4.35883
H -11.49616 -0.64667 6.09200
H -14.10156 -1.03737 4.54851
H -13.66236 0.21706 5.82756
O -18.73159 -2.24578 9.98929
C -19.87621 -2.62606 9.71101
O -20.25781 -3.84309 10.00197
C -21.48041 -4.21754 9.36438
C -21.82537 -3.02972 8.43049
C -21.04639 -1.89466 9.02464
H -22.18618 -4.30610 10.19028
H -21.42976 -5.13725 8.78155
H -22.90676 -2.89744 8.39605
H -21.42946 -3.25732 7.44076
H -21.69681 -1.44686 9.77599
H -20.68274 -1.18282 8.28359
O -17.05708 -7.47320 2.28864
C -16.33550 -6.48552 2.55505
O -16.14896 -5.43110 1.67159
C -15.40898 -4.36186 2.27612
C -14.77642 -5.00394 3.52155
C -15.63719 -6.16482 3.85586
H -16.02775 -3.50044 2.52753
H -14.66390 -4.06603 1.53758
H -14.65766 -4.26780 4.31658
H -13.73772 -5.29558 3.36616
H -16.27315 -5.82962 4.67519
H -15.05194 -7.00111 4.23823
C -15.37648 2.60599 5.41659
C -14.52425 3.85088 4.99392
C -13.00121 3.45606 4.92468
C -12.44696 2.88150 6.14048
N -11.98631 2.41003 7.05704
H -16.43147 2.87689 5.45774
H -15.11557 2.21209 6.39886
H -15.25489 1.78718 4.70746
H -14.53111 4.61158 5.77454
H -14.83175 4.38720 4.09621
H -12.37479 4.25181 4.52160
H -12.90461 2.67858 4.16686
*
```

***

Computed, not measured: a molecular structure, C40H50ClN7O3Ti, with ωB97M-V with the def2-TZVPD basis set.

Properties
- frontier orbital gap (alpha / beta) (Eh) = 0.1556 / 0.2395

```
! wB97M-V def2-TZVPD RIJCOSX def2/J DEFGRID3
* xyz 2 3
Ti 0.70769 -1.63629 -1.27122
C -5.66715 -1.46439 2.03923
C -4.27836 -1.69875 1.51036
C -3.41778 -2.57890 2.13523
C -2.10571 -2.90870 1.67515
C -1.46556 -3.93804 2.39515
N -0.27699 -4.61352 2.27404
C 1.00954 -4.14632 1.80370
C 1.54534 -2.97574 2.63194
C 2.84437 -2.38395 2.09471
N 3.85948 -3.43383 1.90875
C 4.52946 -3.84627 0.87444
C 4.54236 -3.52423 -0.52170
C 5.71610 -3.96071 -1.17612
C 5.98063 -3.73252 -2.51077
C 7.26530 -4.17390 -3.15611
C 4.99804 -3.06221 -3.22911
C 3.79633 -2.64354 -2.65846
C 2.85500 -1.96601 -3.51895
N 1.70215 -1.46275 -3.23546
C 1.09191 -0.73329 -4.37949
C -0.42133 -0.69213 -4.38892
C -1.02008 0.09737 -3.23637
N -1.06982 -0.69567 -2.00266
C -2.19100 -0.65730 -1.36047
C -2.54845 -1.31759 -0.13706
C -3.84424 -1.07548 0.34893
C -1.67062 -2.18915 0.52232
O -0.43421 -2.33460 0.02717
C 3.52786 -2.88317 -1.29198
O 2.37282 -2.57002 -0.80402
H -5.71075 -1.60277 3.11860
H -6.37433 -2.16150 1.58633
H -6.00774 -0.45582 1.80646
H -3.76766 -3.08546 3.02798
H -2.09463 -4.38891 3.15132
H -0.21370 -5.38137 2.92186
H 0.96299 -3.88193 0.75184
H 1.68702 -4.99815 1.88627
H 1.67959 -3.29412 3.66983
H 0.79948 -2.17753 2.65387
H 3.26882 -1.68046 2.81296
H 2.70725 -1.87966 1.14838
H 4.11561 -3.89418 2.77522
H 5.27738 -4.58735 1.14350
H 6.45721 -4.49551 -0.59137
H 7.73031 -4.98309 -2.59588
H 7.97890 -3.35034 -3.20656
H 7.09276 -4.52524 -4.17250
H 5.16117 -2.86962 -4.28493
H 3.20915 -1.86169 -4.54679
H 1.44610 -1.18138 -5.30937
H 1.47011 0.29283 -4.34604
H -0.84724 -1.69809 -4.41918
H -0.70961 -0.20644 -5.32295
H -2.02697 0.42995 -3.49605
H -0.41856 0.99529 -3.05241
H -2.99191 -0.04953 -1.78362
H -4.49411 -0.39472 -0.18948
C -1.03643 6.11281 1.55656
C -0.09978 4.97112 1.12836
C 1.33770 5.50029 1.19086
C -0.44788 4.64356 -0.32887
C -0.27579 3.76217 2.10893
O -0.15828 4.23770 3.45383
C -1.63645 3.03736 2.02265
C -1.97197 2.13317 0.81335
C -3.34826 2.34855 0.23455
C -3.52635 2.57053 -1.12602
C -4.79495 2.70391 -1.67637
C -5.90208 2.61730 -0.84918
Cl -7.48796 2.77120 -1.52047
C -5.75027 2.41608 0.51631
C -4.47840 2.28116 1.04688
C 0.90984 2.76849 2.16817
N 1.18108 1.90465 1.01731
C 0.75778 0.66723 0.80330
N 1.24416 0.22771 -0.35447
C 1.99571 1.27789 -0.80380
N 1.98461 2.29916 0.00756
H -0.97789 6.91207 0.81718
H -0.74468 6.55699 2.51009
H -2.08249 5.80574 1.60760
H 1.39326 6.45453 0.66543
H 2.04491 4.82439 0.70853
H 1.65213 5.67064 2.22147
H -0.20646 5.51191 -0.94417
H -1.51318 4.44637 -0.45565
H 0.12452 3.80540 -0.72655
H -0.84087 4.89915 3.61681
H -2.40847 3.80374 2.11126
H -1.70564 2.45439 2.94386
H -1.92892 1.08518 1.13018
H -1.24545 2.24257 0.00959
H -2.65745 2.65770 -1.77132
H -4.92871 2.88822 -2.73380
H -6.62546 2.36934 1.15024
H -4.36704 2.11454 2.11279
H 0.72043 2.11012 3.01554
H 1.82781 3.31393 2.36572
H 0.10382 0.12161 1.46421
H 2.55005 1.26779 -1.72795
*
```

***

Going through the records in order, we get relative energy (zero: lowest compared OMol25 entry of this formula, charge and spin) values of 154.53 0.00 kJ/mol.